# C60H169N12O30

A cluster of 20 separate species, C60H169N12O30 in total in a non-equilibrium geometry (wB97M-V/def2-TZVPD, the OMol25 dataset).

Each atom is followed by the atoms it is bonded to, with distances in Å.
CARTESIAN COORDINATES (ANGSTROEM)
1 N -2.09 -24.00 13.21  O2 1.198, O3 1.207, O4 1.165
2 O -1.95 -23.33 12.23  N1 1.198
3 O -3.12 -24.56 13.50  N1 1.207
4 O -1.17 -24.13 13.92  N1 1.165
5 C -7.06 -25.55 14.45  C6 1.472, O8 1.388, H9 1.090, H10 1.090
6 C -6.38 -26.35 13.42  C5 1.472, O7 1.435, H11 1.090, H12 1.090
7 O -5.79 -25.50 12.42  C6 1.435, H13 0.960
8 O -8.33 -25.15 14.06  C5 1.388, H14 0.960
9 H -6.53 -24.60 14.55  C5 1.090
10 H -6.96 -26.00 15.43  C5 1.090
11 H -7.09 -27.06 13.00  C6 1.090
12 H -5.58 -26.95 13.85  C6 1.090
13 H -5.03 -25.13 12.88  O7 0.960
14 H -8.22 -24.57 13.31  O8 0.960
15 C -1.31 -26.90 15.92  C16 1.509, O18 1.413, H19 1.090, H20 1.090
16 C -1.19 -27.83 17.11  C15 1.509, O17 1.417, H21 1.090, H22 1.090
17 O -0.69 -27.08 18.20  C16 1.417, H23 0.960
18 O -2.35 -25.95 15.97  C15 1.413, H24 0.960
19 H -1.25 -27.41 14.96  C15 1.090
20 H -0.47 -26.22 15.82  C15 1.090
21 H -0.37 -28.54 16.96  C16 1.090
22 H -2.15 -28.29 17.34  C16 1.090
23 H -1.34 -26.43 18.47  O17 0.960
24 H -2.41 -25.43 15.17  O18 0.960
25 C 0.22 -21.21 15.67  C26 1.553, O28 1.468, H29 1.090, H30 1.090
26 C 0.78 -22.33 16.59  C25 1.553, O27 1.424, H31 1.090, H32 1.090
27 O -0.11 -23.44 16.58  C26 1.424, H33 0.960
28 O 0.31 -21.71 14.29  C25 1.468, H34 0.960
29 H 0.52 -20.16 15.71  C25 1.090
30 H -0.82 -21.15 16.00  C25 1.090
31 H 0.85 -21.93 17.61  C26 1.090
32 H 1.71 -22.70 16.18  C26 1.090
33 H -0.15 -23.93 15.76  O27 0.960
34 H -0.56 -22.10 14.17  O28 0.960
35 C -4.91 -24.66 17.82  C36 1.543, O38 1.437, H39 1.090, H40 1.090
36 C -4.09 -25.15 19.03  C35 1.543, O37 1.454, H41 1.090, H42 1.090
37 O -2.69 -25.25 18.65  C36 1.454, H43 0.960
38 O -4.88 -25.70 16.83  C35 1.437, H44 0.960
39 H -4.51 -23.73 17.40  C35 1.090
40 H -5.93 -24.49 18.16  C35 1.090
41 H -4.49 -26.10 19.38  C36 1.090
42 H -4.09 -24.43 19.85  C36 1.090
43 H -2.67 -25.40 17.70  O37 0.960
44 H -4.03 -25.96 16.47  O38 0.960
45 C 2.28 -23.40 8.29  C46 1.576, O48 1.389, H49 1.090, H50 1.090
46 C 1.04 -23.26 7.32  C45 1.576, O47 1.429, H51 1.090, H52 1.090
47 O 1.45 -22.98 5.98  C46 1.429, H53 0.960
48 O 3.25 -24.29 7.84  C45 1.389, H54 0.960
49 H 1.85 -23.73 9.24  C45 1.090
50 H 2.64 -22.42 8.60  C45 1.090
51 H 0.44 -22.42 7.69  C46 1.090
52 H 0.48 -24.19 7.28  C46 1.090
53 H 0.63 -22.77 5.53  O47 0.960
54 H 3.40 -24.09 6.92  O48 0.960
55 C 2.48 -29.25 13.47  C56 1.547, O58 1.415, H59 1.090, H60 1.090
56 C 0.99 -28.84 13.58  C55 1.547, O57 1.432, H61 1.090, H62 1.090
57 O 0.22 -29.53 14.57  C56 1.432, H63 0.960
58 O 2.48 -30.56 12.94  C55 1.415, H64 0.960
59 H 3.00 -29.07 14.41  C55 1.090
60 H 2.83 -28.58 12.69  C55 1.090
61 H 0.56 -28.80 12.58  C56 1.090
62 H 0.97 -27.78 13.85  C56 1.090
63 H -0.65 -29.69 14.22  O57 0.960
64 H 2.07 -30.47 12.07  O58 0.960
65 C 0.40 -19.68 10.82  C66 1.560, O68 1.436, H69 1.090, H70 1.090
66 C -0.51 -20.62 9.96  C65 1.560, O67 1.429, H71 1.090, H72 1.090
67 O -0.24 -21.98 10.32  C66 1.429, H73 0.960
68 O 1.77 -19.92 10.47  C65 1.436, H74 0.960
69 H 0.35 -19.87 11.90  C65 1.090
70 H 0.19 -18.64 10.57  C65 1.090
71 H -0.31 -20.53 8.90  C66 1.090
72 H -1.57 -20.38 10.01  C66 1.090
73 H -0.74 -22.34 11.06  O67 0.960
74 H 2.08 -20.67 10.98  O68 0.960
75 C -1.25 -21.21 19.58  C76 1.495, O78 1.440, H79 1.090, H80 1.090
76 C -2.48 -21.74 18.91  C75 1.495, O77 1.472, H81 1.090, H82 1.090
77 O -3.63 -20.93 19.34  C76 1.472, H83 0.960
78 O -0.99 -19.84 19.22  C75 1.440, H84 0.960
79 H -0.36 -21.80 19.34  C75 1.090
80 H -1.24 -21.19 20.67  C75 1.090
81 H -2.72 -22.78 19.13  C76 1.090
82 H -2.33 -21.80 17.83  C76 1.090
83 H -3.54 -20.02 19.03  O77 0.960
84 H -0.14 -19.72 18.79  O78 0.960
85 C -9.89 -21.95 14.62  C86 1.564, H91 1.090, H92 1.090, H93 1.090
86 C -8.41 -21.75 15.07  C85 1.564, C87 1.550, N90 1.431, H94 1.090
87 C -7.42 -20.95 14.19  C86 1.550, O88 1.395, H95 1.090, H96 1.090
88 O -6.14 -20.79 14.71  C87 1.395, C89 1.445
89 C -5.36 -21.99 14.89  O88 1.445, H97 1.090, H98 1.090, H99 1.090
90 N -8.48 -21.07 16.33  C86 1.431, H100 1.010, H101 1.010
91 H -10.39 -22.50 15.42  C85 1.090
92 H -9.89 -22.50 13.68  C85 1.090
93 H -10.43 -21.01 14.50  C85 1.090
94 H -7.88 -22.69 15.23  C86 1.090
95 H -7.81 -19.95 14.00  C87 1.090
96 H -7.35 -21.30 13.15  C87 1.090
97 H -4.30 -21.80 15.04  C89 1.090
98 H -5.43 -22.69 14.06  C89 1.090
99 H -5.76 -22.47 15.78  C89 1.090
100 H -7.51 -20.87 16.50  N90 1.010
101 H -8.87 -21.68 17.04  N90 1.010
102 C 5.20 -21.37 12.21  C103 1.558, H108 1.090, H109 1.090, H110 1.090
103 C 3.95 -21.26 13.13  C102 1.558, C104 1.569, N107 1.456, H111 1.090
104 C 3.76 -19.79 13.63  C103 1.569, O105 1.467, H112 1.090, H113 1.090
105 O 4.92 -19.48 14.46  C104 1.467, C106 1.410
106 C 4.89 -18.37 15.33  O105 1.410, H114 1.090, H115 1.090, H116 1.090
107 N 2.79 -21.75 12.39  C103 1.456, H117 1.010, H118 1.010
108 H 5.09 -21.08 11.17  C102 1.090
109 H 5.51 -22.42 12.21  C102 1.090
110 H 6.08 -20.83 12.56  C102 1.090
111 H 4.11 -21.82 14.05  C103 1.090
112 H 2.83 -19.76 14.20  C104 1.090
113 H 3.60 -19.15 12.76  C104 1.090
114 H 4.00 -18.50 15.96  C106 1.090
115 H 4.72 -17.45 14.78  C106 1.090
116 H 5.76 -18.36 15.98  C106 1.090
117 H 2.86 -22.76 12.33  N107 1.010
118 H 1.99 -21.64 12.99  N107 1.010
119 C -5.42 -19.20 10.29  C120 1.578, H125 1.090, H126 1.090, H127 1.090
120 C -6.73 -18.78 9.51  C119 1.578, C121 1.535, N124 1.469, H128 1.090
121 C -8.07 -19.29 10.07  C120 1.535, O122 1.444, H129 1.090, H130 1.090
122 O -9.18 -18.91 9.22  C121 1.444, C123 1.431
123 C -9.13 -19.67 8.01  O122 1.431, H131 1.090, H132 1.090, H133 1.090
124 N -6.68 -17.32 9.41  C120 1.469, H134 1.010, H135 1.010
125 H -5.60 -19.12 11.36  C119 1.090
126 H -4.59 -18.52 10.07  C119 1.090
127 H -5.00 -20.18 10.08  C119 1.090
128 H -6.71 -19.32 8.56  C120 1.090
129 H -8.22 -18.80 11.03  C121 1.090
130 H -7.97 -20.35 10.28  C121 1.090
131 H -10.07 -19.75 7.45  C123 1.090
132 H -8.89 -20.72 8.16  C123 1.090
133 H -8.44 -19.19 7.31  C123 1.090
134 H -6.05 -17.12 8.65  N124 1.010
135 H -7.53 -16.93 9.03  N124 1.010
136 C -7.13 -29.80 12.33  C137 1.538, H142 1.090, H143 1.090, H144 1.090
137 C -6.93 -30.85 13.43  C136 1.538, C138 1.575, N141 1.446, H145 1.090
138 C -6.73 -30.22 14.86  C137 1.575, O139 1.510, H146 1.090, H147 1.090
139 O -5.50 -29.35 14.90  C138 1.510, C140 1.428
140 C -5.08 -28.96 16.21  O139 1.428, H148 1.090, H149 1.090, H150 1.090
141 N -8.16 -31.61 13.39  C137 1.446, H151 1.010, H152 1.010
142 H -6.24 -29.25 12.04  C136 1.090
143 H -7.96 -29.16 12.62  C136 1.090
144 H -7.52 -30.17 11.38  C136 1.090
145 H -6.06 -31.43 13.12  C137 1.090
146 H -6.82 -30.98 15.64  C138 1.090
147 H -7.60 -29.62 15.10  C138 1.090
148 H -4.62 -29.82 16.70  C140 1.090
149 H -5.80 -28.43 16.83  C140 1.090
150 H -4.27 -28.24 16.09  C140 1.090
151 H -8.71 -31.34 12.59  N141 1.010
152 H -7.99 -32.53 13.00  N141 1.010
153 C -4.71 -22.61 11.00  C154 1.502, H159 1.090, H160 1.090, H161 1.090
154 C -4.71 -23.65 9.91  C153 1.502, C155 1.551, N158 1.473, H162 1.090
155 C -4.58 -23.02 8.50  C154 1.551, O156 1.412, H163 1.090, H164 1.090
156 O -5.65 -22.14 8.23  C155 1.412, C157 1.438
157 C -5.64 -21.58 6.91  O156 1.438, H165 1.090, H166 1.090, H167 1.090
158 N -3.69 -24.67 10.20  C154 1.473, H168 1.010, H169 1.010
159 H -5.59 -21.96 10.97  C153 1.090
160 H -3.89 -21.91 10.79  C153 1.090
161 H -4.56 -23.00 12.01  C153 1.090
162 H -5.68 -24.15 9.88  C154 1.090
163 H -4.67 -23.79 7.73  C155 1.090
164 H -3.59 -22.58 8.35  C155 1.090
165 H -4.66 -21.20 6.61  C157 1.090
166 H -6.29 -20.70 6.92  C157 1.090
167 H -6.02 -22.30 6.20  C157 1.090
168 H -4.01 -25.02 11.09  N158 1.010
169 H -2.85 -24.19 10.48  N158 1.010
170 C -2.59 -19.96 13.19  C171 1.499, H176 1.090, H177 1.090, H178 1.090
171 C -2.07 -18.69 13.80  C170 1.499, C172 1.506, N175 1.475, H179 1.090
172 C -2.29 -17.37 13.11  C171 1.506, O173 1.415, H180 1.090, H181 1.090
173 O -1.72 -17.34 11.82  C172 1.415, C174 1.434
174 C -2.07 -16.13 11.15  O173 1.434, H182 1.090, H183 1.090, H184 1.090
175 N -2.37 -18.66 15.24  C171 1.475, H185 1.010, H186 1.010
176 H -2.18 -20.04 12.19  C170 1.090
177 H -3.68 -19.97 13.13  C170 1.090
178 H -2.17 -20.83 13.70  C170 1.090
179 H -0.99 -18.82 13.72  C171 1.090
180 H -2.00 -16.53 13.75  C172 1.090
181 H -3.37 -17.23 13.07  C172 1.090
182 H -1.85 -15.22 11.72  C174 1.090
183 H -3.08 -16.06 10.75  C174 1.090
184 H -1.37 -16.00 10.32  C174 1.090
185 H -3.23 -18.14 15.35  N175 1.010
186 H -2.55 -19.56 15.67  N175 1.010
187 C -2.74 -28.45 12.43  C188 1.461, H193 1.090, H194 1.090, H195 1.090
188 C -2.98 -29.84 12.82  C187 1.461, C189 1.572, N192 1.444, H196 1.090
189 C -2.26 -30.92 11.93  C188 1.572, O190 1.439, H197 1.090, H198 1.090
190 O -2.52 -30.64 10.54  C189 1.439, C191 1.401
191 C -1.95 -31.51 9.60  O190 1.401, H199 1.090, H200 1.090, H201 1.090
192 N -2.52 -30.04 14.17  C188 1.444, H202 1.010, H203 1.010
193 H -3.28 -27.79 13.10  C187 1.090
194 H -3.08 -28.22 11.42  C187 1.090
195 H -1.72 -28.07 12.47  C187 1.090
196 H -4.06 -30.01 12.74  C188 1.090
197 H -2.62 -31.90 12.24  C189 1.090
198 H -1.18 -30.92 12.11  C189 1.090
199 H -0.94 -31.83 9.86  C191 1.090
200 H -1.85 -31.16 8.58  C191 1.090
201 H -2.54 -32.42 9.74  C191 1.090
202 H -2.75 -31.00 14.42  N192 1.010
203 H -3.13 -29.54 14.80  N192 1.010
204 C 4.95 -27.10 11.48  C205 1.545, H210 1.090, H211 1.090, H212 1.090
205 C 5.43 -26.00 12.45  C204 1.545, C206 1.569, N209 1.438, H213 1.090
206 C 4.50 -25.75 13.69  C205 1.569, O207 1.414, H214 1.090, H215 1.090
207 O 3.20 -25.47 13.21  C206 1.414, C208 1.362
208 C 2.43 -24.88 14.16  O207 1.362, H216 1.090, H217 1.090, H218 1.090
209 N 6.78 -26.27 12.87  C205 1.438, H219 1.010, H220 1.010
210 H 5.39 -26.93 10.50  C204 1.090
211 H 3.91 -27.12 11.15  C204 1.090
212 H 5.29 -28.10 11.74  C204 1.090
213 H 5.37 -25.11 11.84  C205 1.090
214 H 4.93 -24.95 14.30  C206 1.090
215 H 4.38 -26.63 14.32  C206 1.090
216 H 1.36 -24.86 13.99  C208 1.090
217 H 2.78 -23.85 14.19  C208 1.090
218 H 2.53 -25.35 15.14  C208 1.090
219 H 7.36 -26.01 12.08  N209 1.010
220 H 6.88 -27.28 12.85  N209 1.010
221 C -0.92 -28.08 7.60  C222 1.568, H227 1.090, H228 1.090, H229 1.090
222 C -1.58 -27.21 8.73  C221 1.568, C223 1.527, N226 1.459, H230 1.090
223 C -0.55 -26.29 9.38  C222 1.527, O224 1.438, H231 1.090, H232 1.090
224 O 0.28 -27.07 10.26  C223 1.438, C225 1.386
225 C 1.26 -26.31 10.88  O224 1.386, H233 1.090, H234 1.090, H235 1.090
226 N -2.61 -26.44 8.04  C222 1.459, H236 1.010, H237 1.010
227 H -0.63 -27.49 6.73  C221 1.090
228 H -1.69 -28.79 7.30  C221 1.090
229 H -0.09 -28.60 8.08  C221 1.090
230 H -2.07 -27.88 9.44  C222 1.090
231 H -1.09 -25.56 9.99  C223 1.090
232 H 0.11 -25.83 8.65  C223 1.090
233 H 0.95 -25.27 11.01  C225 1.090
234 H 2.15 -26.31 10.26  C225 1.090
235 H 1.63 -26.71 11.82  C225 1.090
236 H -3.35 -27.11 7.90  N226 1.010
237 H -3.04 -25.86 8.74  N226 1.010
238 C -9.98 -23.03 10.53  C239 1.547, H244 1.090, H245 1.090, H246 1.090
239 C -8.92 -24.13 10.71  C238 1.547, C240 1.576, N243 1.467, H247 1.090
240 C -8.36 -24.65 9.33  C239 1.576, O241 1.430, H248 1.090, H249 1.090
241 O -9.40 -25.17 8.49  C240 1.430, C242 1.424
242 C -9.81 -26.49 8.80  O241 1.424, H250 1.090, H251 1.090, H252 1.090
243 N -7.83 -23.71 11.60  C239 1.467, H253 1.010, H254 1.010
244 H -9.54 -22.20 9.97  C238 1.090
245 H -10.36 -22.53 11.42  C238 1.090
246 H -10.79 -23.34 9.87  C238 1.090
247 H -9.41 -24.94 11.25  C239 1.090
248 H -7.62 -25.44 9.44  C240 1.090
249 H -7.82 -23.82 8.88  C240 1.090
250 H -9.91 -26.72 9.87  C242 1.090
251 H -9.12 -27.24 8.42  C242 1.090
252 H -10.66 -26.81 8.20  C242 1.090
253 H -7.35 -22.91 11.20  N243 1.010
254 H -7.16 -24.46 11.63  N243 1.010
255 C 0.92 -24.01 20.48  C256 1.560, H261 1.090, H262 1.090, H263 1.090
256 C 2.18 -23.49 19.72  C255 1.560, C257 1.549, N260 1.422, H264 1.090
257 C 3.52 -23.77 20.43  C256 1.549, O258 1.420, H265 1.090, H266 1.090
258 O 3.53 -23.11 21.68  C257 1.420, C259 1.380
259 C 4.44 -23.62 22.58  O258 1.380, H267 1.090, H268 1.090, H269 1.090
260 N 2.13 -24.29 18.55  C256 1.422, H270 1.010, H271 1.010
261 H 0.95 -25.04 20.84  C255 1.090
262 H 0.05 -24.09 19.83  C255 1.090
263 H 0.70 -23.43 21.38  C255 1.090
264 H 2.02 -22.45 19.43  C256 1.090
265 H 4.40 -23.53 19.84  C257 1.090
266 H 3.46 -24.83 20.69  C257 1.090
267 H 5.45 -23.71 22.19  C259 1.090
268 H 4.05 -24.58 22.93  C259 1.090
269 H 4.37 -22.93 23.42  C259 1.090
270 H 1.27 -24.24 18.02  N260 1.010
271 H 2.28 -25.25 18.83  N260 1.010

Results
LUMO level, eV: 1.86
Molar mass, g/mol: 1539.066
Net charge: -1